A cluster of 13 separate species, C60H101F27O30 in total. Source: OMol25; level of theory: ωB97M-V with the def2-TZVPD basis set.

Structure (XYZ):
```
218
Properties=species:S:1:pos:R:3:forces:R:3
C 12.38266 9.89567 4.00856 -0.184 -0.096 -1.044
O 13.69006 9.78874 3.37904 -1.177 -0.374 0.075
C 13.60759 8.96376 2.17358 1.300 -0.310 2.510
C 14.92936 8.14868 2.02208 -0.742 1.895 0.485
O 14.64033 7.47739 0.86476 -0.008 -1.833 -1.362
C 15.67020 6.60891 0.45079 -0.964 -2.033 -0.499
C 15.10195 5.37418 -0.37389 0.655 1.514 -0.985
O 15.00615 5.60537 -1.81039 -0.035 -0.214 0.717
C 13.82562 6.29318 -2.27421 1.564 -0.269 0.867
H 11.83939 8.97120 4.20430 0.681 -0.888 -0.148
H 11.70351 10.36073 3.29402 -0.035 0.668 0.133
H 12.34515 10.37797 4.98533 0.819 0.513 -0.349
H 13.35786 9.49393 1.25453 -0.061 0.141 0.300
H 12.89634 8.18190 2.43993 -0.354 0.050 -0.662
H 15.08934 7.55159 2.91985 -0.280 -0.591 0.019
H 15.87237 8.67986 1.89305 -0.069 0.811 0.050
H 16.07033 6.04714 1.29484 0.349 0.441 0.568
H 16.46092 7.17658 -0.03971 0.107 -0.213 -0.280
H 14.19791 5.00088 0.10718 -0.588 0.480 -0.251
H 15.76535 4.51529 -0.27234 0.493 0.282 -0.150
H 13.96881 6.53414 -3.32755 -0.095 -0.472 -0.057
H 13.84237 7.25708 -1.76557 -0.926 0.056 0.256
H 12.98997 5.61776 -2.09091 -0.331 0.508 0.011
C 11.00226 11.13187 -3.60848 -1.145 -0.135 -1.548
O 11.28211 10.70082 -4.95201 2.273 1.342 0.344
C 12.64656 11.07447 -5.27267 -0.282 -1.055 -2.275
C 13.04531 10.50310 -6.68046 0.442 -0.322 1.074
O 13.40043 9.09942 -6.65141 0.326 0.926 0.165
C 12.34285 8.26633 -6.30527 -0.943 -1.306 -0.711
C 12.73070 6.80147 -6.26430 2.354 -0.213 -1.071
O 13.37788 6.31323 -7.50537 -1.674 1.040 -0.287
C 13.16163 4.92520 -7.69201 0.996 0.215 1.070
H 11.60499 10.54492 -2.91543 -0.369 -0.042 0.381
H 9.92170 10.99352 -3.64533 -0.006 -0.578 1.231
H 11.09445 12.20489 -3.44052 0.722 0.056 -0.250
H 13.39923 10.72786 -4.56454 -0.276 -0.448 0.315
H 12.84887 12.14287 -5.34813 -0.732 0.277 0.210
H 13.94696 11.03334 -6.98697 0.287 -0.212 0.190
H 12.34493 10.70147 -7.49177 -0.668 -0.125 0.290
H 11.53897 8.32573 -7.03900 -0.297 0.425 -0.191
H 11.89919 8.46787 -5.33026 0.082 0.308 0.184
H 11.88321 6.17110 -5.99505 -0.120 0.059 -0.019
H 13.55569 6.68692 -5.56119 -0.234 -0.167 0.671
H 13.58944 4.53322 -8.61474 -0.242 0.503 -0.274
H 12.11293 4.64330 -7.59784 -0.096 -0.087 -0.034
H 13.77996 4.49308 -6.90520 -0.369 -0.962 0.269
C 15.34584 1.71548 -7.71137 0.763 0.232 -1.352
O 14.40138 1.21162 -8.63721 -2.599 -1.256 0.787
C 13.28089 0.38803 -8.10057 0.345 2.535 0.639
C 12.19841 1.24188 -7.21224 2.429 -2.348 -0.616
O 12.82056 1.46922 -5.91262 -1.516 0.723 -0.551
C 11.90122 1.83162 -4.84523 -0.064 0.446 -0.837
C 12.39725 1.25582 -3.54443 1.828 0.145 0.067
O 13.15719 2.16549 -2.67444 -0.373 -1.314 -0.212
C 14.27745 2.88282 -3.23107 -1.260 0.864 -0.259
H 15.06309 1.87093 -6.67023 -0.317 -0.199 -0.225
H 15.62526 2.64805 -8.20162 0.088 0.511 0.587
H 16.25062 1.12051 -7.83577 0.139 -0.355 0.663
H 13.70184 -0.42430 -7.50810 -0.128 -0.021 0.182
H 12.75409 -0.01032 -8.96770 0.141 0.135 -0.028
H 11.37372 0.53621 -7.11214 -0.305 0.011 0.320
H 11.84546 2.06026 -7.83974 0.378 0.617 0.613
H 10.87547 1.55597 -5.09009 -0.006 -0.923 -0.075
H 11.73812 2.90475 -4.74568 0.708 0.496 -0.114
H 13.09615 0.46677 -3.82200 0.021 -0.251 -0.110
H 11.59336 0.74879 -3.01079 0.092 0.651 0.565
H 14.85081 3.34220 -2.42588 -0.496 -0.077 0.114
H 13.76775 3.65371 -3.80900 0.624 0.598 -0.203
H 15.02803 2.46080 -3.89938 -0.419 -1.208 -0.041
C 17.87965 16.47894 -6.04694 0.658 -1.196 0.543
O 16.79743 15.90587 -5.35069 -0.850 -0.859 -1.373
C 16.65503 16.14290 -3.98236 -0.448 2.151 -0.092
C 15.51793 17.21761 -3.86161 0.206 -1.037 0.627
O 14.26266 16.53540 -3.69423 0.724 -0.140 0.132
C 13.64294 15.95407 -4.86847 -0.219 3.691 -1.031
C 12.95599 14.64498 -4.72705 1.510 1.077 0.078
O 12.21665 14.74788 -3.55865 -0.083 -0.527 1.139
C 12.98116 14.23713 -2.48174 -0.265 -0.536 0.729
H 17.83041 16.21921 -7.10440 -0.508 0.080 0.045
H 18.73047 15.90932 -5.67308 0.774 0.549 -0.045
H 18.03115 17.55416 -5.95183 -0.242 0.115 0.288
H 17.60825 16.49638 -3.58928 0.106 0.100 0.348
H 16.33163 15.25940 -3.43195 0.087 -0.187 -0.283
H 15.59249 17.92445 -4.68801 -0.400 -0.437 -0.775
H 15.63770 17.92660 -3.04242 -0.140 -0.584 0.702
H 14.33953 16.03375 -5.70305 0.002 -0.393 -0.116
H 12.85296 16.68927 -5.02185 -0.268 0.120 -0.630
H 13.84831 14.01908 -4.71717 -0.650 -1.519 0.359
H 12.27074 14.48116 -5.55873 0.306 -0.155 -0.165
H 13.05476 13.16738 -2.67752 0.305 -0.200 0.558
H 12.50666 14.44471 -1.52264 -0.630 -0.175 -0.209
H 13.96973 14.66261 -2.30917 0.115 0.133 -0.800
C 9.31127 12.72208 -10.25239 0.845 -0.743 -0.728
C 9.87403 11.62109 -11.23270 0.767 0.915 1.692
O 9.08731 10.44693 -11.03845 -0.626 -2.489 0.405
C 9.32730 9.55348 -10.01735 1.691 2.407 1.508
O 10.21463 9.67198 -9.16903 -2.166 -0.628 -2.355
C 8.26198 8.39109 -9.97660 -0.356 -0.108 -0.320
F 8.29286 7.65915 -8.84733 0.201 1.019 -0.711
F 7.00206 8.80969 -10.19335 0.614 0.247 0.541
F 8.53757 7.56933 -10.99348 0.408 -0.399 -0.298
H 10.02218 13.53910 -10.12915 -0.286 0.432 -0.816
H 9.17074 12.47306 -9.20057 -0.064 -0.993 -0.188
H 8.33943 12.95193 -10.68917 0.145 0.706 0.272
H 10.93597 11.37718 -11.20266 -0.082 0.004 1.035
H 9.86502 11.97045 -12.26516 -1.193 -0.286 -0.096
C 5.77131 4.95279 -4.27626 -0.443 -0.103 -0.177
C 5.33657 6.12578 -5.16523 -0.228 -2.616 -0.165
O 5.48618 7.23296 -4.31635 -0.875 1.112 -0.106
C 6.13858 8.25776 -4.80722 2.151 0.151 -1.820
O 6.70581 8.28916 -5.88842 -1.018 0.472 1.731
C 6.17685 9.41704 -3.78977 0.898 0.517 1.186
F 7.34482 10.14891 -3.78697 -1.958 -1.081 -0.609
F 5.11892 10.20845 -4.10626 1.058 -0.386 0.849
F 6.09135 8.92070 -2.50473 -0.472 0.832 -1.531
H 6.65861 5.12464 -3.66694 0.326 0.035 -0.601
H 5.80983 4.03234 -4.85881 0.243 -0.043 0.152
H 4.98367 4.84628 -3.53034 -0.111 -0.196 -0.007
H 4.30780 5.87208 -5.42088 -0.562 0.855 0.545
H 5.73413 6.19948 -6.17746 1.047 0.408 0.552
C 14.61703 5.70830 -11.27490 1.280 -0.032 -0.053
C 15.82406 5.47592 -10.27469 -1.122 -0.398 0.188
O 17.01906 4.93069 -10.89261 0.633 -0.066 -1.953
C 18.15475 4.74131 -10.20769 -3.395 2.510 2.814
O 18.16754 5.03870 -9.00185 1.397 -1.125 -2.946
C 19.31947 4.21722 -11.08279 -1.110 -1.285 1.380
F 18.83530 3.42724 -12.11640 1.403 1.639 1.397
F 20.13657 5.19558 -11.45916 -0.479 -0.526 -0.706
F 19.97434 3.45424 -10.18785 0.496 -0.370 -1.056
H 14.96589 6.42673 -12.01669 0.036 -0.199 -0.330
H 13.74962 6.21115 -10.84730 0.341 0.015 0.872
H 14.18238 4.84123 -11.77227 0.574 -0.287 0.051
H 15.62162 4.73987 -9.49664 -0.453 0.394 0.182
H 16.02151 6.45338 -9.83458 0.360 -0.197 0.193
C 16.12509 8.15392 -4.30175 -1.799 -0.488 -0.378
C 16.68895 9.52670 -3.98319 1.859 -1.832 -1.219
O 16.38360 9.90338 -2.59372 -0.625 0.178 -1.472
C 15.53006 10.90832 -2.49761 0.211 3.073 -0.984
O 15.20479 11.70803 -3.38578 0.307 -2.349 2.306
C 15.23622 11.26791 -0.96779 0.009 -1.249 1.151
F 15.29885 12.60104 -0.77552 -0.234 -1.500 -0.195
F 14.00643 10.79109 -0.48599 1.964 1.055 -1.256
F 16.20180 10.65412 -0.18497 -1.380 1.101 -0.911
H 15.20331 8.37103 -4.84146 -0.637 -0.493 0.397
H 15.98161 7.46190 -3.47191 -0.271 0.628 0.545
H 16.58814 7.44337 -4.98643 1.126 0.858 -0.380
H 16.47754 10.20332 -4.81120 -0.994 0.554 0.975
H 17.75108 9.38373 -4.18200 0.567 0.546 1.416
C 18.03774 9.00407 -10.16790 -0.642 0.809 -1.722
C 17.94942 8.77566 -8.74022 1.297 -1.961 1.178
O 18.47702 9.92684 -8.06938 -0.264 1.164 0.936
C 17.67055 10.72490 -7.39731 -3.857 -2.303 0.762
O 16.51686 10.37404 -7.02698 3.722 1.750 -1.023
C 18.20028 12.16389 -7.16324 1.634 -0.508 -1.495
F 18.53210 12.43108 -5.93250 0.051 -0.152 1.102
F 19.37759 12.34903 -7.91659 -2.023 0.045 0.729
F 17.24784 13.00137 -7.53032 0.228 0.299 -0.447
H 18.06757 10.07314 -10.37836 0.083 -0.027 -0.251
H 17.06862 8.64287 -10.51207 0.491 -0.266 -1.175
H 18.94361 8.51628 -10.52783 -0.467 0.122 -0.764
H 18.70174 8.00076 -8.59306 -0.178 -0.060 0.980
H 16.99377 8.30699 -8.50530 -0.089 1.066 1.146
C 11.32743 3.85492 -13.39546 0.724 0.570 0.685
C 10.80591 4.46244 -12.06543 -0.713 1.001 -1.151
O 9.87768 3.53891 -11.45288 -0.240 0.743 -0.472
C 10.43325 2.73384 -10.62359 2.419 -1.131 1.361
O 11.62945 2.63063 -10.35158 -2.284 0.138 -0.426
C 9.41976 1.82836 -9.90341 -1.754 1.268 0.558
F 8.09247 2.04326 -10.25010 1.841 -0.462 -0.024
F 9.73723 0.57220 -10.13212 -0.225 -0.297 0.439
F 9.45478 2.14165 -8.57288 0.282 -0.743 -0.835
H 10.55502 3.45464 -14.05214 -0.263 -0.086 0.505
H 12.09023 3.10369 -13.19078 -0.244 -0.251 0.063
H 11.84441 4.58487 -14.01836 -0.028 0.397 0.273
H 10.19905 5.35847 -12.19562 -0.328 -0.190 -0.691
H 11.48373 4.85052 -11.30513 0.741 -0.875 -0.269
C 14.51236 10.60329 -11.22966 0.339 -0.167 -0.189
C 13.13935 9.98463 -11.35251 1.014 -1.000 1.903
O 12.61290 10.05551 -12.63954 -1.185 0.536 -3.623
C 12.99812 9.29783 -13.71983 0.898 -2.539 2.952
O 13.79405 8.37491 -13.65018 -1.103 1.840 -0.325
C 12.21940 9.54852 -15.02839 0.141 1.517 -1.066
F 12.88829 10.49146 -15.70368 0.581 0.247 -0.131
F 12.21809 8.47404 -15.88636 -0.937 1.226 2.019
F 11.01651 10.14538 -14.78860 0.470 -1.811 -0.318
H 14.56809 11.60139 -11.66413 -0.061 -0.152 -0.416
H 15.18712 9.89065 -11.70397 0.420 0.477 -0.163
H 14.84656 10.75948 -10.20398 -0.317 -0.407 0.214
H 12.45828 10.42030 -10.62146 -0.340 0.276 -0.595
H 13.16980 8.93813 -11.04919 0.236 -0.214 -0.048
C 9.15428 12.26281 -0.45394 0.827 -0.373 -1.368
C 9.47218 13.59393 -1.15231 -2.831 -0.667 2.643
O 9.47444 13.54352 -2.53036 0.074 0.447 -3.984
C 8.34118 13.35682 -3.28069 -2.260 -1.377 4.525
O 7.27813 13.01998 -2.73530 2.498 1.129 -1.912
C 8.37982 13.49766 -4.81521 1.504 0.069 0.495
F 9.51061 14.16727 -5.18495 -1.503 -0.422 -0.157
F 8.49955 12.22108 -5.35873 -1.107 2.463 0.359
F 7.25717 14.22505 -5.15244 1.967 -1.774 -0.361
H 10.01477 11.68043 -0.78332 0.409 -0.525 1.208
H 8.35807 11.61480 -0.82034 -0.558 0.806 -0.052
H 9.02357 12.49596 0.60277 0.460 -0.539 0.033
H 10.41050 13.88908 -0.68269 0.218 0.405 -1.079
H 8.68228 14.25815 -0.80166 0.085 0.624 -0.302
C 9.17098 6.37674 -3.17615 -1.350 -0.865 1.221
C 10.43733 6.93160 -2.65537 1.613 -0.050 -2.529
O 10.51185 7.17067 -1.29336 -1.153 2.374 3.107
C 9.89222 8.33290 -0.83402 -1.088 -1.301 -1.039
O 9.34281 9.13030 -1.54859 0.879 -0.616 0.979
C 9.70023 8.41592 0.74564 1.149 1.195 1.683
F 9.94987 9.68538 1.20500 -0.902 -0.408 -1.299
F 8.43756 8.09547 1.15259 1.583 -0.008 -0.942
F 10.62205 7.73932 1.46687 -0.940 -1.011 -0.964
H 9.25160 5.96606 -4.18260 0.022 0.488 -0.069
H 8.38633 7.12028 -3.03634 -0.156 0.031 -0.599
H 8.86772 5.54839 -2.53587 -0.054 -0.300 0.022
H 10.62702 7.80255 -3.28272 0.387 0.536 0.477
H 11.27246 6.25206 -2.82530 -0.179 -0.064 -0.137
```
Positions in Å, forces in eV/Å.

Properties
gap between HOMO and LUMO	9.045	eV
2S+1	1
ΔE to the lowest compared entry with this formula, charge and spin	3.346	eV
max |F|	5.242	eV Å⁻¹
energy	-7299.9203	a.u.